{
  "formula": "C56H51BN7O2PdTe",
  "method": "ωB97M-V with the def2-TZVPD basis set",
  "lumo_energy_ev": [-3.22, -4.07],
  "e_tot_ha": -3118.86706,
  "e_homo_ev": [-9.63, -9.72],
  "gap_ev": [6.406, 5.647],
  "spin_multiplicity": 3,
  "s2": 2.0071,
  "total_charge": 1,
  "largest_force_ev_per_a": 3.5,
  "symbols": ["Pd", "C", "C", "C", "C", "N", "N", "B", "N", "N", "C", "C", "C", "C", "C", "C", "C", "C", "C", "C", "N", "N", "C", "C", "C", "C", "C", "C", "C", "C", "C", "C", "C", "C", "C", "C", "C", "C", "H", "H", "H", "H", "H", "H", "H", "H", "H", "H", "H", "H", "H", "H", "H", "H", "H", "H", "H", "H", "H", "H", "H", "H", "H", "H", "H", "H", "C", "O", "C", "C", "C", "C", "C", "C", "N", "C", "C", "C", "C", "C", "C", "C", "O", "H", "H", "H", "H", "H", "H", "H", "H", "H", "H", "H", "H", "H", "Te", "C", "C", "C", "C", "C", "C", "C", "C", "C", "C", "C", "C", "H", "H", "H", "H", "H", "H", "H", "H", "H", "H"],
  "positions_angstrom": [[-1.30102, -0.99873, -0.41018], [-3.08954, -5.89399, -0.68605], [-2.00129, -4.90613, -0.82750], [-0.62100, -5.08011, -0.92683], [-0.04370, -3.80346, -1.05507], [-1.04194, -2.90388, -1.02755], [-2.25389, -3.58767, -0.91002], [-3.59265, -2.72995, -0.95979], [-3.40089, -1.76019, -2.16176], [-2.47575, -0.72304, -2.02266], [-2.41089, -0.07682, -3.18041], [-3.25612, -0.71940, -4.12190], [-3.88841, -1.73525, -3.41120], [-4.99879, -2.64477, -3.78130], [-1.67435, 1.12550, -3.50880], [-1.52716, 1.31415, -4.89084], [-0.91074, 2.43025, -5.41035], [-0.43484, 3.41702, -4.54411], [-0.68122, 3.32096, -3.17937], [-1.21827, 2.14624, -2.64548], [-3.88792, -1.76896, 0.26382], [-3.23540, -0.51135, 0.26291], [-3.49264, 0.06802, 1.45948], [-4.28652, -0.76322, 2.21609], [-4.53146, -1.89841, 1.42803], [-5.41262, -3.07157, 1.70947], [-3.08721, 1.43718, 1.81411], [-3.13625, 1.79342, 3.18114], [-2.66512, 3.02281, 3.61417], [-2.17698, 3.94085, 2.71565], [-2.19564, 3.66083, 1.35776], [-2.66322, 2.42058, 0.89600], [1.38126, -3.61604, -1.27631], [2.03296, -4.67540, -1.95448], [3.40638, -4.67751, -2.12591], [4.13493, -3.54773, -1.67687], [3.50978, -2.44636, -1.09905], [2.13654, -2.51935, -0.85462], [-2.64804, -6.88974, -0.60010], [-3.76496, -5.86014, -1.56856], [-3.68023, -5.66090, 0.23106], [-0.10104, -6.03387, -1.00509], [-4.53722, -3.47491, -1.03659], [-3.46082, -0.45307, -5.16395], [-5.39916, -2.37241, -4.76510], [-5.79855, -2.56489, -3.01383], [-4.63957, -3.69871, -3.77382], [-1.83812, 0.52550, -5.53372], [-0.84095, 2.52183, -6.48847], [0.05528, 4.31132, -4.94100], [-0.48420, 4.16571, -2.52579], [-1.18828, 1.94805, -1.58582], [-4.71924, -0.55340, 3.19992], [-6.06650, -2.90338, 2.58652], [-4.79338, -4.00367, 1.83495], [-6.09090, -3.25204, 0.85568], [-3.50723, 1.07147, 3.90773], [-2.73390, 3.28502, 4.66820], [-1.81208, 4.90286, 3.08785], [-1.89452, 4.40254, 0.62608], [-2.71302, 2.16678, -0.15434], [1.43309, -5.49266, -2.31402], [3.91880, -5.50688, -2.61273], [5.21205, -3.49189, -1.79671], [4.06352, -1.54376, -0.86064], [1.61657, -1.72724, -0.29500], [5.60518, 6.64672, 2.75739], [4.56025, 5.90384, 2.10808], [4.17935, 6.21371, 0.84930], [4.46763, 7.38413, 0.14680], [3.90261, 7.59433, -1.10830], [2.93737, 6.72569, -1.62848], [2.61691, 5.56596, -0.93937], [3.23163, 5.28660, 0.28843], [2.96435, 4.17811, 1.04220], [2.27923, 3.04268, 0.70928], [2.46658, 2.28817, -0.44451], [3.54025, 2.49679, -1.31855], [3.65568, 1.79507, -2.50534], [2.70552, 0.80157, -2.84989], [1.66572, 0.53919, -1.98708], [1.39317, 1.34387, -0.79076], [0.35522, 1.25259, -0.05528], [5.24359, 7.66357, 2.99547], [6.52710, 6.68876, 2.11588], [5.82122, 6.10264, 3.68475], [5.12184, 8.13697, 0.57270], [4.26086, 8.47226, -1.66022], [2.40686, 6.97830, -2.53250], [1.88275, 4.89321, -1.33198], [3.34740, 4.28280, 1.98396], [1.54276, 2.70914, 1.44527], [4.29751, 3.20337, -1.05713], [4.48603, 2.00068, -3.17233], [2.79632, 0.24799, -3.78074], [0.91251, -0.20894, -2.18973], [-0.26561, -0.85931, 2.08323], [-0.89026, -2.76888, 2.88361], [-1.93957, -2.80008, 3.80460], [-2.48056, -4.02905, 4.19557], [-1.97198, -5.21969, 3.67451], [-0.85564, -5.19007, 2.83212], [-0.32161, -3.98228, 2.44042], [1.84178, -0.91708, 2.74296], [2.68711, -2.00893, 2.49949], [3.98889, -1.97817, 2.95832], [4.44826, -0.89787, 3.69521], [3.62230, 0.16004, 3.95501], [2.30527, 0.14434, 3.49971], [-2.39007, -1.87612, 4.12819], [-3.28090, -4.09281, 4.91747], [-2.41094, -6.17922, 3.95623], [-0.42232, -6.10530, 2.46369], [0.51885, -3.97841, 1.74437], [2.33559, -2.83227, 1.91022], [4.61619, -2.82208, 2.78589], [5.47633, -0.86666, 4.03637], [3.98342, 1.04703, 4.47193], [1.63626, 0.96710, 3.74063]],
  "forces_ev_per_a": [[2.3, 2.5, 0.9], [-0.7, -0.1, 0.1], [0.6, 0.6, -0.3], [-0.4, -0.4, -0.3], [-1.7, -0.8, 0.3], [-0.6, -1.7, 0.0], [1.0, 0.8, 0.5], [-0.3, 0.1, -0.1], [0.9, 1.1, 0.2], [-1.0, -0.5, -2.5], [-0.7, -1.2, -0.3], [-0.8, -0.4, 0.3], [0.2, 0.3, -0.1], [-0.3, -0.6, 0.2], [0.8, 1.3, -0.5], [0.5, 0.4, 0.6], [0.3, 0.2, 0.2], [-0.5, 0.6, -0.3], [0.1, -0.5, 0.0], [-0.2, -0.8, -0.6], [1.2, 1.3, 0.3], [-0.9, -1.2, 1.5], [-0.2, 0.1, -0.7], [-0.9, -0.7, 0.5], [-0.2, -0.1, 0.2], [-0.1, -0.8, -0.1], [0.4, 0.9, 0.6], [0.3, -0.3, -0.4], [-0.5, -0.5, 0.6], [0.3, 0.8, -0.3], [-0.3, -0.6, -0.5], [0.0, -0.6, 0.7], [1.2, 0.0, -0.3], [0.2, 0.4, 0.4], [0.2, 1.0, 0.4], [0.0, -0.1, -0.3], [-0.5, -0.7, -0.2], [-0.7, 0.2, 0.2], [-0.3, 0.1, 0.0], [0.4, -0.1, 0.6], [0.3, -0.3, -0.7], [-0.3, 0.4, 0.3], [0.3, 0.1, -0.3], [0.0, -0.1, 0.8], [0.1, -0.2, 0.3], [0.4, -0.1, -0.6], [-0.4, 0.6, -0.2], [-0.2, -0.2, -0.5], [0.3, 0.1, 0.1], [-0.3, -0.3, 0.1], [0.3, -0.2, 0.0], [-0.4, 0.3, 0.2], [0.1, -0.2, -0.6], [0.6, -0.1, -0.3], [-0.6, 0.9, 0.1], [0.4, 0.1, 0.3], [0.1, 0.2, -0.1], [0.1, -0.1, -0.2], [-0.1, -0.3, -0.3], [0.1, 0.0, 0.1], [0.1, 0.2, -0.1], [0.0, -0.2, -0.2], [-0.2, 0.2, 0.1], [-0.1, -0.2, -0.2], [0.0, -0.2, 0.2], [0.4, -0.2, -0.4], [0.2, 0.2, -0.5], [0.7, -0.2, 0.4], [-1.5, 0.1, -1.0], [0.1, -0.6, 0.3], [0.0, 0.2, -0.3], [0.6, 0.4, 0.4], [0.5, 0.3, 0.8], [1.4, 1.6, -1.3], [-0.3, -1.5, 1.1], [0.5, 0.0, 0.0], [-1.8, 0.7, 0.7], [0.7, -0.8, -2.1], [0.4, 1.0, 0.9], [-1.1, -0.2, 1.0], [-0.4, 0.5, 0.1], [0.3, -0.4, 0.6], [1.0, -0.4, -1.2], [0.3, -0.4, -0.1], [-0.9, 0.0, 0.6], [-0.1, 0.2, -0.3], [0.1, -0.2, -0.1], [-0.5, -0.3, 0.2], [0.1, -0.1, -0.2], [-0.3, -0.3, -0.1], [-0.8, -0.2, -0.1], [0.3, -0.2, -0.1], [0.3, 0.4, 0.1], [0.0, -0.1, 0.1], [0.0, 0.0, 0.2], [0.0, -0.2, -0.3], [1.0, -0.6, 1.3], [0.3, -0.2, -0.1], [0.0, -0.3, -0.6], [0.4, -0.3, -0.3], [0.3, 0.1, 0.2], [-0.6, 0.0, 0.3], [0.0, 1.0, -0.3], [-0.6, -0.6, -0.3], [-0.5, 0.8, -0.2], [-0.4, 0.0, 0.3], [0.7, -0.2, -0.1], [-0.6, 0.8, 0.0], [-0.3, 0.3, -0.1], [0.0, 0.1, 0.3], [-0.2, 0.2, 0.0], [0.1, 0.3, 0.0], [0.0, -0.2, -0.1], [-0.3, 0.0, 0.2], [0.0, -0.3, -0.1], [0.4, -0.4, -0.2], [0.0, -0.1, 0.0], [0.0, -0.3, 0.1], [0.1, 0.0, 0.0]],
  "lowdin_spin": [1.3036, 0.0010, 0.0062, 0.0098, 0.0192, 0.1217, 0.0031, -0.0013, -0.0001, 0.1242, 0.0172, 0.0051, 0.0029, 0.0005, 0.0011, -0.0002, 0.0001, -0.0001, 0.0001, 0.0007, 0.0025, 0.1374, 0.0259, 0.0184, 0.0228, 0.0034, 0.0024, 0.0014, 0.0011, 0.0019, 0.0005, 0.0036, 0.0007, 0.0003, 0.0000, 0.0005, 0.0006, 0.0051, 0.0002, 0.0002, 0.0001, 0.0014, -0.0003, 0.0011, 0.0001, 0.0001, 0.0001, 0.0000, 0.0000, 0.0000, 0.0000, 0.0009, 0.0013, -0.0001, 0.0012, 0.0008, 0.0001, 0.0000, 0.0001, 0.0000, 0.0005, 0.0001, 0.0000, 0.0000, 0.0000, 0.0052, 0.0000, 0.0000, 0.0000, 0.0000, 0.0000, 0.0000, 0.0000, 0.0000, -0.0001, -0.0004, 0.0009, -0.0002, 0.0004, 0.0001, 0.0044, 0.0023, 0.0240, 0.0000, 0.0000, 0.0000, 0.0000, 0.0000, 0.0000, 0.0000, 0.0000, 0.0000, 0.0000, 0.0000, 0.0000, 0.0041, 0.0732, 0.0018, 0.0019, 0.0000, 0.0002, 0.0003, 0.0005, 0.0173, 0.0026, -0.0002, 0.0019, 0.0007, 0.0055, 0.0009, 0.0000, 0.0000, 0.0000, 0.0002, 0.0002, 0.0000, 0.0001, 0.0001, 0.0007]
}